1.
The following is a quantum chemistry calculation of C55H84Br3N13O3P as an isolated structure, from OMol25.

Summary:
Kohn-Sham gap	0.23928	Eh
energy	-303315.12055	eV
charge	+1
multiplicity	1

The geometry in XYZ format:
```
159
Properties=species:S:1:pos:R:3:lowdin_charge:R:1
C 3.7181 1.0386 6.0078 -0.102
N 3.4153 1.9454 4.9183 -0.068
C 3.4305 1.6392 3.5205 -0.198
C 4.1093 0.3509 2.9745 -0.188
C 5.4678 0.0086 3.5923 -0.599
Br 6.2432 -1.7326 3.4033 0.863
C 6.3171 0.8833 4.1459 -0.772
C 6.2430 2.3692 4.3104 -0.151
Br 7.9931 0.3479 4.8431 0.825
N 4.3579 0.6523 1.4477 0.009
C 5.5115 1.5934 1.1033 -0.183
N 6.8028 1.0372 1.2190 0.078
C 4.1528 -0.4468 0.4160 -0.313
P 5.3962 -1.7912 0.0338 0.668
O 6.8170 -1.4140 -0.0751 -0.428
C 2.6732 -0.9336 0.5428 -0.634
Br 2.4284 -2.7954 0.0553 0.890
N 2.0547 -0.5644 1.7997 0.031
C 2.8559 -0.7234 3.0080 -0.351
C 3.1589 -2.1905 3.3496 -0.182
C 2.0230 -3.1265 3.8469 -0.167
C 0.7808 -3.4159 3.0141 -0.218
C -0.3312 -4.2226 3.7389 -0.194
C -0.6030 -3.9437 5.2095 -0.202
C -1.4186 -2.6789 5.5351 -0.200
C -2.4953 -2.3637 4.5043 -0.211
C -3.5727 -1.3779 4.9917 -0.179
C -3.7063 -0.0659 4.2075 -0.210
C -3.7004 -0.1948 2.6956 -0.169
C -3.6789 1.1922 2.0141 -0.238
O -4.9422 1.5498 1.5117 -0.182
C -5.0209 1.7398 0.1088 -0.099
N 2.0102 -0.3336 4.1459 0.167
C 0.8601 -0.0017 3.9446 -0.298
O -0.2047 0.3999 3.7397 0.217
H 3.8960 0.0235 5.6951 0.066
H 2.8861 0.9786 6.7048 0.083
H 4.5795 1.3387 6.6008 0.082
H 3.6402 2.8985 5.1258 0.117
H 3.8754 2.4954 3.0090 0.095
H 2.4117 1.7131 3.1236 0.105
H 7.2355 2.7873 4.2028 0.066
H 5.9592 2.6096 5.3265 0.082
H 5.5985 2.9149 3.6429 0.056
H 3.5621 1.2582 1.2270 0.120
H 5.4119 2.5242 1.6393 0.117
H 5.3059 1.8792 0.0739 0.142
H 7.3763 1.5330 1.8831 0.084
H 7.2890 0.9214 0.3465 0.093
H 4.1459 0.0893 -0.5299 0.108
H 4.9076 -2.1722 -1.2240 0.010
H 5.1983 -2.8939 0.8639 -0.016
H 2.1126 -0.4101 -0.2170 0.088
H 1.8047 0.4106 1.6573 0.110
H 3.7188 -2.7032 2.5836 0.039
H 3.7537 -2.0895 4.2427 0.070
H 2.5320 -4.0837 3.9435 0.127
H 1.7809 -2.8576 4.8652 0.096
H 1.1030 -4.0777 2.2200 0.055
H 0.3541 -2.5497 2.5158 0.087
H -0.0305 -5.2654 3.6682 0.110
H -1.2317 -4.1485 3.1445 0.099
H 0.3103 -3.9877 5.7896 0.097
H -1.1983 -4.7760 5.5765 0.112
H -0.7651 -1.8331 5.7522 0.101
H -1.9352 -2.8823 6.4693 0.108
H -2.9840 -3.3086 4.2806 0.115
H -2.0230 -2.0537 3.5805 0.078
H -3.3372 -1.1276 6.0221 0.103
H -4.5327 -1.8824 5.0215 0.109
H -4.6704 0.3630 4.4725 0.119
H -2.9628 0.6393 4.5566 0.097
H -4.5958 -0.7047 2.3600 0.125
H -2.8302 -0.7313 2.3333 0.088
H -2.9327 1.1715 1.2164 0.100
H -3.3552 1.9255 2.7511 0.115
H -5.3146 0.8105 -0.3697 0.085
H -4.0878 2.1186 -0.3031 0.073
H -5.7775 2.4944 -0.0655 0.085
N 0.6472 3.2950 0.1966 0.018
C 0.1421 4.0489 -0.8223 -0.110
C 1.1451 4.8570 -1.2930 -0.117
C 2.3087 4.5768 -0.5304 -0.097
C 1.9708 3.6106 0.3804 -0.151
H 0.1181 2.6296 0.7332 0.141
H -0.8869 3.9547 -1.1231 0.120
H 1.0522 5.5720 -2.0940 0.101
H 3.2766 5.0386 -0.6338 0.099
H 2.5516 3.1362 1.1564 0.071
N 3.4951 0.4639 -4.5812 0.024
C 2.1389 0.5940 -4.7095 -0.127
C 1.5472 -0.2003 -3.7652 -0.090
C 2.5938 -0.8394 -3.0406 -0.141
C 3.7850 -0.4038 -3.5686 -0.142
H 4.1792 0.9284 -5.1510 0.150
H 1.7060 1.2339 -5.4582 0.099
H 0.4868 -0.3179 -3.6163 0.101
H 2.4802 -1.5436 -2.2336 0.010
H 4.8053 -0.6463 -3.3207 0.106
N 2.0004 3.8117 -6.2636 -0.008
C 1.3088 4.2269 -5.1540 -0.153
C 0.6566 5.3836 -5.4879 -0.109
C 0.9605 5.6722 -6.8463 -0.101
C 1.7895 4.6843 -7.2980 -0.131
H 2.5759 2.9945 -6.3126 0.113
H 1.3429 3.6694 -4.2327 0.089
H 0.0270 5.9621 -4.8325 0.089
H 0.6081 6.5096 -7.4236 0.095
H 2.2448 4.5268 -8.2601 0.109
N -8.0228 -0.7140 -4.1059 0.007
C -8.8250 -0.1392 -3.1605 -0.136
C -8.1702 0.9543 -2.6612 -0.111
C -6.9228 1.0422 -3.3378 -0.123
C -6.8627 -0.0011 -4.2233 -0.142
H -8.2518 -1.5366 -4.6325 0.147
H -9.7864 -0.5602 -2.9244 0.087
H -8.5428 1.6175 -1.8987 0.089
H -6.1583 1.7873 -3.1919 0.085
H -6.0991 -0.2945 -4.9225 0.104
N 1.0309 -5.8192 -1.4432 -0.008
C 0.6028 -5.6182 -2.7331 -0.152
C 0.5349 -6.8392 -3.3470 -0.108
C 0.9380 -7.8137 -2.3936 -0.100
C 1.2405 -7.1569 -1.2331 -0.141
H 1.1720 -5.1019 -0.7542 0.059
H 0.3831 -4.6294 -3.0986 0.104
H 0.2307 -7.0153 -4.3645 0.095
H 0.9970 -8.8780 -2.5449 0.094
H 1.5780 -7.5239 -0.2794 0.104
N 0.5973 7.8582 0.4619 0.004
C 1.3179 8.9837 0.1674 -0.145
C 0.7534 10.0324 0.8425 -0.110
C -0.3506 9.5186 1.5755 -0.110
C -0.4196 8.1753 1.3207 -0.144
H 0.7851 6.9401 0.1014 0.099
H 2.1657 8.9431 -0.4947 0.103
H 1.0920 11.0540 0.8145 0.091
H -1.0167 10.0727 2.2146 0.091
H -1.1026 7.4223 1.6746 0.102
N 2.1528 -3.5736 -5.8930 0.007
C 1.7197 -3.3775 -7.1766 -0.146
C 1.6387 -4.6016 -7.7839 -0.108
C 2.0363 -5.5748 -6.8266 -0.107
C 2.3437 -4.9086 -5.6703 -0.155
H 2.3055 -2.8453 -5.2194 0.117
H 1.5065 -2.3886 -7.5453 0.101
H 1.3288 -4.7814 -8.7995 0.091
H 2.0888 -6.6407 -6.9714 0.093
H 2.6796 -5.2693 -4.7143 0.099
N -12.2499 -1.9353 -2.2757 -0.008
C -11.7790 -2.3550 -1.0608 -0.149
C -12.0324 -3.6956 -0.9556 -0.112
C -12.6794 -4.1009 -2.1554 -0.111
C -12.7980 -2.9932 -2.9499 -0.143
H -12.2057 -0.9942 -2.6194 0.134
H -11.3076 -1.6674 -0.3799 0.105
H -11.7832 -4.3180 -0.1132 0.089
H -13.0188 -5.0918 -2.4044 0.090
H -13.2231 -2.8670 -3.9304 0.105
```

---

2.
The following is a quantum chemistry calculation of a 8-piece molecular cluster, C55H93BrNO23S overall, from OMol25.

Summary:
Kohn-Sham gap	0.28512	Eh
energy	-187990.18616	eV
charge	+1
multiplicity	1

The geometry in XYZ format:
```
174
Properties=species:S:1:pos:R:3:lowdin_charge:R:1
C -0.3812 -1.1813 4.7407 -0.088
C 0.4649 0.0076 4.0395 -0.193
C -0.2954 0.7758 2.8968 -0.098
N -0.0341 0.4062 1.4727 -0.129
C -1.3308 -0.0394 0.7934 -0.087
C -1.8817 -1.4503 1.2366 -0.116
C -1.6166 -2.6930 0.2971 -0.331
C -1.0515 -2.4283 -1.1449 -0.079
C -2.9278 -3.6239 0.1265 -0.149
C -2.7230 -5.0970 0.7075 -0.173
C -3.7847 -5.4777 1.8274 -0.086
C -4.1904 -4.6005 2.8362 -0.306
C -3.1102 -3.6801 3.5361 -0.073
C -5.6870 -4.4486 3.3102 -0.057
C 0.2652 1.6579 0.6590 -0.253
C -0.7094 2.8955 0.6840 -0.047
C -1.4902 2.9097 -0.8078 -0.191
C -3.0639 2.4279 -0.7375 0.015
O -2.5672 3.9121 -0.9388 -0.198
C 1.7854 2.0627 1.0157 -0.360
C 2.0346 3.1102 2.1537 -0.132
C 2.5115 0.5955 1.0694 -0.878
S 3.1705 0.4626 -0.6773 0.807
Br 3.7501 0.7605 2.5846 0.859
C 1.2182 -0.3785 1.1050 -0.240
C 1.3469 -1.8988 1.5229 -0.129
C 2.7284 -2.4382 2.0481 -0.216
C 3.9142 -2.4516 0.9713 -0.197
C 4.8740 -3.6667 1.4263 -0.159
C 6.4140 -3.2140 1.5202 -0.223
O 7.1946 -4.3913 1.7620 -0.216
C 7.6857 -4.9865 0.5511 -0.118
H -0.2242 -1.1263 5.8616 0.087
H -1.4653 -1.1817 4.4473 0.063
H 0.1297 -2.1509 4.4309 0.074
H 0.6480 0.7424 4.8893 0.121
H 1.4673 -0.4286 3.7965 0.057
H -0.1685 1.8815 3.1231 0.132
H -1.4033 0.5961 3.0849 0.144
H -2.1736 0.6753 1.0617 0.124
H -1.2310 0.0967 -0.3292 0.137
H -3.0109 -1.3816 1.3711 0.128
H -1.5115 -1.7292 2.2753 0.077
H -0.8701 -3.3682 0.8284 0.107
H -0.0205 -1.9435 -1.1757 0.066
H -1.7268 -1.7189 -1.7315 0.096
H -0.9909 -3.3705 -1.7611 0.091
H -3.8457 -3.1788 0.6003 0.101
H -3.0965 -3.7562 -0.9888 0.104
H -1.7012 -5.2853 1.1453 0.104
H -2.8495 -5.8601 -0.1249 0.112
H -4.2345 -6.5059 1.7906 0.106
H -3.5165 -2.6154 3.4878 0.077
H -2.8964 -4.0122 4.5922 0.095
H -2.1218 -3.7075 2.9791 0.065
H -6.3522 -4.1449 2.4486 0.072
H -6.1105 -5.4054 3.7580 0.089
H -5.7567 -3.6679 4.1173 0.076
H 0.3934 1.4995 -0.4610 0.135
H -0.2252 3.9054 0.6357 0.121
H -1.5603 2.8187 1.4177 0.125
H -0.8724 2.5973 -1.7489 0.158
H -3.6174 2.5112 -1.7165 0.121
H -3.5614 2.2973 0.2603 0.100
H 2.0494 2.6547 0.0814 0.124
H 3.0762 3.5296 2.1387 0.047
H 1.7341 2.7607 3.1948 0.071
H 1.3696 4.0179 1.9633 0.091
H 4.3362 1.2212 -0.7677 -0.087
H 1.0397 -0.4779 -0.0204 0.096
H 0.5710 -2.1741 2.3089 0.097
H 1.0740 -2.5395 0.6243 0.108
H 2.5660 -3.5360 2.3052 0.121
H 3.0469 -1.9720 3.0361 0.086
H 3.4491 -2.7836 0.0031 0.088
H 4.4886 -1.4905 0.9195 0.053
H 4.7364 -4.5791 0.7666 0.116
H 4.6189 -4.0275 2.4760 0.112
H 6.6787 -2.6600 0.5761 0.121
H 6.4786 -2.5777 2.4548 0.132
H 8.8165 -5.0631 0.6355 0.098
H 7.2570 -6.0187 0.3953 0.092
H 7.4812 -4.3839 -0.3796 0.088
C -7.8477 -6.1413 -1.5315 -0.016
C -7.5921 -4.6513 -1.5510 -0.338
C -6.1691 -4.2682 -1.2611 -0.116
O -6.3162 -2.9548 -0.7230 0.045
C -7.5534 -2.9019 -0.1555 -0.557
O -7.9346 -2.0178 0.5459 0.163
O -8.2915 -3.9941 -0.4915 0.091
H -8.9202 -6.3450 -1.5383 0.091
H -7.3907 -6.6282 -2.3949 0.093
H -7.4475 -6.5977 -0.6225 0.090
H -7.9401 -4.2231 -2.4977 0.162
H -5.5453 -4.2530 -2.1555 0.141
H -5.6933 -4.8991 -0.5028 0.126
C 7.6157 5.5517 -1.4640 -0.013
C 6.8131 4.3066 -1.7645 -0.332
C 5.9629 3.8340 -0.6199 -0.098
O 5.8540 2.4330 -0.8893 -0.019
C 6.9754 2.0811 -1.5839 -0.543
O 7.2998 0.9576 -1.8086 0.170
O 7.6690 3.1794 -1.9779 0.101
H 8.3604 5.7232 -2.2436 0.092
H 6.9684 6.4276 -1.3956 0.094
H 8.1635 5.4498 -0.5239 0.093
H 6.2199 4.4525 -2.6744 0.162
H 4.9800 4.3047 -0.6022 0.141
H 6.4360 3.9608 0.3573 0.135
C 4.0845 -4.3710 -4.9548 -0.010
C 2.8098 -4.2735 -4.1487 -0.337
C 3.0285 -4.1247 -2.6706 -0.111
O 1.8288 -4.6781 -2.1318 0.041
C 1.3781 -5.5889 -3.0405 -0.547
O 0.5009 -6.3680 -2.8325 0.162
O 2.0642 -5.4915 -4.2108 0.103
H 3.8680 -4.6855 -5.9767 0.071
H 4.6053 -3.4110 -4.9837 0.098
H 4.7610 -5.1197 -4.5337 0.097
H 2.1750 -3.4726 -4.5453 0.146
H 3.1468 -3.0842 -2.3640 0.128
H 3.8756 -4.7069 -2.2959 0.141
C 4.8452 5.8095 6.7862 -0.014
C 4.4838 4.9275 5.6128 -0.338
C 5.4550 3.8123 5.3597 -0.093
O 5.2826 3.5759 3.9595 0.030
C 4.8769 4.7562 3.4188 -0.555
O 4.8194 4.9759 2.2439 0.132
O 4.5513 5.6530 4.3819 0.101
H 4.2301 6.7114 6.7899 0.093
H 4.7030 5.2818 7.7307 0.095
H 5.8852 6.1396 6.7253 0.094
H 3.4601 4.5534 5.7263 0.160
H 5.2273 2.9146 5.9347 0.144
H 6.4965 4.0953 5.5361 0.145
C -3.4405 6.2149 0.4708 -0.016
C -3.1840 7.7049 0.4612 -0.333
C -1.7589 8.0851 0.7443 -0.111
O -1.9002 9.3938 1.2923 0.063
C -3.1340 9.4449 1.8688 -0.547
O -3.5100 10.3238 2.5780 0.169
O -3.8762 8.3552 1.5296 0.089
H -4.5129 6.0116 0.4696 0.072
H -2.9910 5.7329 -0.3980 0.063
H -3.0356 5.7500 1.3742 0.095
H -3.5376 8.1404 -0.4802 0.162
H -1.1415 8.1054 -0.1544 0.139
H -1.2797 7.4475 1.4941 0.136
C -9.0825 3.9616 -1.7474 -0.018
C -8.4629 4.2934 -0.4089 -0.337
C -7.3689 5.3199 -0.4755 -0.100
O -6.5796 4.9904 0.6678 0.039
C -6.7572 3.6596 0.8911 -0.546
O -6.1032 3.0115 1.6515 0.147
O -7.7699 3.1660 0.1322 0.094
H -9.7119 3.0732 -1.6671 0.092
H -9.6890 4.7914 -2.1143 0.094
H -8.3148 3.7359 -2.4920 0.088
H -9.2427 4.5810 0.3045 0.164
H -7.7442 6.3411 -0.4065 0.146
H -6.7398 5.2297 -1.3666 0.140
C 1.0776 -1.9554 -9.6780 -0.019
C 1.1025 -3.0903 -8.6793 -0.339
C 1.9909 -2.8452 -7.4922 -0.100
O 2.3364 -4.1722 -7.0959 -0.005
C 2.2721 -4.9418 -8.2214 -0.532
O 2.6762 -6.0576 -8.2946 0.185
O 1.6907 -4.2614 -9.2461 0.098
H 0.5921 -2.2716 -10.6032 0.092
H 0.5436 -1.0922 -9.2766 0.090
H 2.0904 -1.6441 -9.9461 0.091
H 0.0814 -3.3435 -8.3729 0.162
H 1.4790 -2.3198 -6.6847 0.137
H 2.9120 -2.3089 -7.7404 0.146
```

---

Question: Which value of energy does entry 2 give?
Answer: -187990.18616 eV

---

Question: Which value of Kohn-Sham gap does entry 2 give?
Answer: 0.28512 Eh

---

Question: charge of number 2 (C55H93BrNO23S)?
Answer: +1